Record 1
Here is a cluster of 2 separate species, C4H9BrN in total at a distorted geometry from the OMol25 dataset. Energies are from wB97M-V/def2-TZVPD.

Values from the calculation:
energy above the lowest of the compared OMol25 structures with the same formula, charge and spin	2.720	eV
orbital gap (alpha / beta)	7.23 / 7.23	eV
total charge	+1
E_LUMO (alpha / beta)	-6.383 / -6.382	eV
maximum force	7.55	eV Å⁻¹

Atoms and positions in Å:
C 0.0157 1.7258 0.0666
C -1.3863 1.2381 -0.0959
C 0.3995 -2.0686 0.0961
C 0.2080 -0.6869 -0.3309
N -0.3393 0.3736 0.3435
Br 2.8314 0.0568 -0.1538
H 0.5532 1.9577 -0.8388
H 0.3191 2.2718 0.8858
H -2.0867 1.6314 0.6098
H -1.6825 0.9890 -1.0003
H 0.2553 -2.6495 -0.8212
H 1.5051 -2.2671 0.3541
H -0.3116 -2.4142 0.8244
H 0.2001 -0.3516 -1.3600
H -0.4810 0.1937 1.4205

Force components x, y, z for each atom (eV/Å):
-1.06 0.90 -2.53
0.82 2.99 2.52
1.19 -0.87 -0.76
3.87 0.73 -2.14
-0.24 -1.92 7.30
-2.17 -0.39 -0.21
0.36 -0.63 -0.06
0.35 1.06 1.75
-0.52 -0.61 0.44
-1.63 -0.68 -4.28
-0.08 -0.19 0.17
-1.92 0.31 0.09
-0.10 -0.08 0.63
0.23 -0.89 -0.51
0.88 0.26 -2.41

Record 2
Here is a cluster of 8 separate species, C28H42F6O21P in total at a distorted geometry from the OMol25 dataset. Energies are from wB97M-V/def2-TZVPD.

Values from the calculation:
energy above the lowest of the compared OMol25 structures with the same formula, charge and spin	0.987	eV
orbital gap	10.76	eV
total charge	-1
E_LUMO	1.533	eV
maximum force	5.52	eV Å⁻¹

Atoms and positions in Å:
P -5.2011 9.9370 -1.0223
F -6.1493 11.0624 -0.3039
F -6.4813 9.1991 -1.6575
F -5.1948 10.9707 -2.3034
F -4.2605 8.8643 -1.8471
F -3.9662 10.7235 -0.3422
F -5.2032 9.0192 0.3588
C -5.2910 3.0774 -5.5057
C -5.2499 2.4437 -6.9295
C -3.9357 1.7069 -7.1331
O -4.3296 0.4365 -7.6774
C -5.6785 0.3947 -7.7077
O -6.4426 -0.5266 -8.1164
O -6.2567 1.4730 -7.0929
H -6.2925 3.5003 -5.4268
H -4.4956 3.8128 -5.3843
H -5.2805 2.2994 -4.7424
H -5.3166 3.1336 -7.7707
H -3.4482 1.5125 -6.1778
H -3.2686 2.2672 -7.7882
C -4.4104 3.6554 2.2269
C -5.9292 3.4856 2.3158
C -6.6940 3.3718 1.0332
O -7.2921 2.0457 1.0582
C -7.0513 1.4251 2.2160
O -7.4697 0.3200 2.5242
O -6.2598 2.2056 2.9338
H -3.9572 2.8224 1.6894
H -3.9741 3.6337 3.2256
H -4.1208 4.6000 1.7665
H -6.4227 4.2368 2.9324
H -5.9485 3.4361 0.2406
H -7.4126 4.1890 0.9704
C -11.6115 7.4600 -3.5757
C -11.7285 8.9724 -3.4506
C -11.0755 9.6890 -4.6240
O -11.9510 10.7224 -4.8979
C -13.1577 10.4444 -4.4444
O -14.1912 11.0969 -4.6321
O -13.1040 9.4084 -3.6565
H -12.2699 7.0004 -2.8386
H -10.6182 7.0519 -3.3889
H -11.8650 7.0177 -4.5391
H -11.3025 9.4351 -2.5603
H -10.8372 9.0631 -5.4839
H -10.1137 10.0771 -4.2887
C -3.8178 15.9816 3.5508
C -3.0908 17.2131 3.0425
C -3.4814 17.5385 1.6267
O -3.5278 18.9250 1.6253
C -3.8440 19.3352 2.8944
O -4.2153 20.4868 3.1836
O -3.7141 18.3069 3.7514
H -3.3803 15.0914 3.0986
H -4.8859 15.8632 3.3684
H -3.5976 15.9651 4.6182
H -2.0186 17.2837 3.2256
H -4.4481 17.2011 1.2528
H -2.7057 17.0879 1.0076
C -9.0176 9.5206 4.4366
C -8.0382 9.6018 5.6522
C -6.9031 10.6706 5.4436
O -6.9957 11.3558 6.6459
C -8.1642 11.1206 7.3016
O -8.5306 11.7066 8.3158
O -8.8372 10.1976 6.6880
H -9.1970 10.5353 4.0811
H -9.9332 8.9919 4.7015
H -8.5250 8.9555 3.6453
H -7.5430 8.6849 5.9719
H -7.0657 11.2680 4.5466
H -5.9342 10.1799 5.3503
C 1.4066 11.7668 0.1617
C 1.4027 10.6827 -0.8746
C 1.4023 11.1807 -2.3249
O 2.3913 10.4124 -2.9932
C 3.1156 9.7241 -2.1042
O 3.9466 8.9247 -2.4280
O 2.6166 9.9320 -0.7951
H 2.3266 12.3403 0.2750
H 1.1354 11.3035 1.1103
H 0.6241 12.4953 -0.0504
H 0.4818 10.1138 -0.7463
H 1.6191 12.2489 -2.3322
H 0.3882 11.0055 -2.6841
C -6.1682 16.4271 -4.6898
C -6.9322 16.6188 -6.0301
C -7.1994 15.2926 -6.7064
O -8.5639 15.4883 -7.0948
C -9.0613 16.6297 -6.6454
O -10.1871 17.0402 -6.8463
O -8.1958 17.2122 -5.8626
H -6.6362 15.6470 -4.0894
H -6.0741 17.3655 -4.1433
H -5.1369 16.0900 -4.7943
H -6.2967 17.2551 -6.6461
H -7.1055 14.4335 -6.0420
H -6.6276 15.1458 -7.6227

Force components x, y, z for each atom (eV/Å):
-0.17 1.19 0.14
-0.64 -0.73 0.35
-0.24 -0.24 0.59
0.64 -0.65 -0.03
-0.08 0.83 1.01
1.02 -0.26 -0.76
-0.52 -0.16 -1.26
-1.20 -0.40 -1.51
1.13 0.94 1.12
0.06 -0.35 0.58
-0.89 0.15 -0.69
-4.22 -3.51 -0.55
3.97 3.37 1.24
0.93 -0.75 -0.55
0.20 0.59 0.23
-0.20 -0.02 0.12
0.47 -0.11 -0.13
-0.46 0.56 0.38
0.16 -0.05 -0.08
0.04 -0.42 -0.15
-0.40 -0.25 0.42
-0.18 -0.78 1.04
0.55 -0.34 -0.65
-0.55 0.96 -1.21
-0.50 -1.50 0.08
0.89 2.32 -0.54
1.06 0.15 1.78
-0.14 0.03 -0.23
-0.12 0.08 0.07
-0.20 -0.01 -0.12
0.47 0.09 0.25
-0.54 -0.17 -0.53
-0.33 -0.51 -0.38
-0.31 -0.47 0.91
0.13 -0.30 -1.89
1.89 -0.65 0.81
0.17 1.70 -1.64
-3.45 2.58 -0.11
2.85 -1.58 0.03
0.02 -2.14 1.73
0.00 -0.11 0.04
0.23 0.53 0.30
-0.36 0.66 -0.22
-0.53 -0.49 0.44
-0.58 -0.07 -0.23
-0.02 0.34 -0.16
1.54 -0.85 0.46
-2.82 -0.41 0.27
0.82 -1.21 -0.53
0.12 1.88 0.36
-1.11 3.42 0.54
1.34 -3.94 -0.97
0.23 1.09 -0.14
0.24 -0.14 0.10
0.06 0.87 -0.07
-0.34 -0.43 0.09
-0.03 -0.40 -0.04
-0.08 -0.52 0.51
0.01 0.62 -0.59
1.47 -0.75 0.64
-0.64 1.17 -2.07
-0.93 -1.98 -0.46
0.43 1.59 1.32
0.12 2.39 2.64
1.08 -1.23 -2.35
-0.47 -1.63 -0.27
-0.24 -0.13 0.08
0.02 0.22 0.06
-0.06 0.07 -0.19
-0.68 -0.25 0.17
-0.12 0.40 0.24
0.03 0.15 0.13
-0.54 0.25 0.62
0.45 0.81 -0.56
-0.66 0.41 0.91
-0.32 0.59 0.00
-0.66 -1.52 0.84
-0.29 1.08 0.89
0.70 -0.68 -1.65
0.21 -0.35 -0.24
0.21 0.21 0.19
-0.20 -0.05 -0.11
0.43 -0.77 0.28
0.27 -0.02 -0.45
0.35 0.01 -0.75
-0.43 0.17 -0.16
2.77 -0.32 1.45
-0.70 0.44 -0.48
-0.33 -1.48 -1.18
-3.19 0.17 -0.29
1.73 -0.69 0.03
1.14 1.37 1.17
-0.28 0.27 0.19
-0.39 -0.03 0.08
0.00 -0.06 -0.68
-0.29 0.22 -0.25
-0.15 0.01 -0.04
0.11 -0.09 0.19

Record 3
Here is a structure of composition C19H20N2O2 at a distorted geometry from the OMol25 dataset. Energies are from wB97M-V/def2-TZVPD.

Values from the calculation:
energy above the lowest of the compared OMol25 structures with the same formula, charge and spin	15.731	eV
orbital gap	8.27	eV
E_LUMO	0.195	eV
maximum force	13.99	eV Å⁻¹

Atoms and positions in Å:
C 2.8410 1.6008 -1.7327
C 3.6662 1.0010 -0.6535
C 4.7312 1.7835 -0.0894
C 5.3500 1.1198 0.9579
C 5.0001 -0.2841 1.3112
C 3.8634 -0.8858 0.9559
C 3.0866 -0.3690 0.0349
N 2.0867 -0.9848 -0.7854
C 0.7624 -0.5763 -0.8644
O 0.4636 0.4694 -0.5320
C -0.1640 -1.5307 -1.2385
H 0.2175 -2.0467 -2.2763
C -0.2543 -2.9828 -0.2843
C -1.5911 -2.3808 0.5262
O -2.0384 -2.9412 1.4027
N -2.3273 -1.6326 -0.1831
C -1.4917 -1.3639 -1.4346
H -1.5619 -0.1639 -1.4954
H -1.8807 -1.5283 -2.4489
C -3.5669 -0.9724 0.1273
C -3.4846 0.4676 0.1157
C -2.5781 1.0899 1.1992
C -2.3491 2.4755 1.2708
C -3.2731 3.2697 0.7325
C -4.1942 2.8762 -0.5120
C -4.2176 1.3602 -0.4602
H -5.0541 0.7546 -1.1063
H -4.8342 3.5326 -0.8152
H -3.1992 4.2514 0.8038
H -1.5385 2.7176 1.9302
H -1.7740 0.4359 1.5050
H -4.2844 -1.2761 -0.9147
H -3.8378 -1.4649 0.9546
H 0.4904 -2.9288 0.5583
H -0.3766 -3.8715 -0.5907
H 2.3251 -1.7967 -0.6819
H 3.6822 -1.7730 1.1038
H 5.5387 -0.5261 2.5376
H 6.0953 1.7500 1.4350
H 4.7237 2.7944 -0.3524
H 3.4291 2.3598 -2.0697
H 1.6664 2.0235 -1.2702
H 2.5444 0.8092 -2.5649

Force components x, y, z for each atom (eV/Å):
-4.84 -2.39 0.88
-2.10 -1.81 2.54
-3.50 -4.57 -0.05
-0.15 -1.93 0.23
5.14 5.19 5.92
1.05 5.02 -1.78
0.67 8.21 -6.54
-1.05 9.82 0.51
4.29 -3.75 0.93
-2.43 7.57 2.14
3.86 -11.15 -3.72
-0.30 1.43 2.15
0.77 11.71 5.24
3.74 -3.11 -4.39
-2.14 -4.37 9.04
1.69 3.90 -6.80
-7.32 8.12 -0.62
-0.18 -1.83 -0.07
-0.47 -1.25 0.76
-0.56 -1.33 -7.30
4.94 2.12 7.34
0.32 -1.01 -4.10
-0.17 -4.41 1.66
-3.77 -1.44 -6.95
7.42 -7.75 8.98
-6.37 3.49 -6.19
1.70 1.98 0.83
-3.90 3.40 -2.30
0.30 4.54 0.77
0.06 0.87 0.18
-0.09 -0.17 0.76
1.40 0.66 3.24
-1.88 -1.34 3.29
-0.31 -0.33 -1.08
-1.11 -6.30 -3.07
1.75 -12.10 0.24
-1.70 -9.27 2.98
-1.53 0.12 -4.30
0.26 -0.92 0.64
0.92 1.39 -0.39
0.99 2.38 -1.70
3.88 -1.14 -1.49
0.72 1.74 1.58

Record 4
Here is an isolated molecule of C18H23ClN2O3S at a distorted geometry from the OMol25 dataset. Energies are from wB97M-V/def2-TZVPD.

Values from the calculation:
SMILES	CN(CCOc1ccc(Cl)cc1)Cc1cccc(S(=O)(=O)N(C)C)c1
energy above the lowest of the compared OMol25 structures with the same formula, charge and spin	0.133	eV
orbital gap	9.07	eV
E_LUMO	0.581	eV
maximum force	1.10	eV Å⁻¹

Atoms and positions in Å:
C 1.1986 2.9844 2.2455
N 1.2016 1.6007 1.8224
C 0.6662 0.6916 2.8174
C -0.0069 -0.5034 2.1361
O -0.5901 -1.2935 3.1499
C -1.2854 -2.4070 2.7929
C -1.4860 -2.8403 1.4863
C -2.2146 -3.9927 1.2412
C -2.7427 -4.7147 2.2953
Cl -3.6510 -6.1537 1.9832
C -2.5503 -4.2942 3.6035
C -1.8259 -3.1474 3.8468
C 2.5105 1.2097 1.3195
C 2.6907 1.7300 -0.0810
C 3.8202 2.4328 -0.4788
C 3.9448 2.8999 -1.7790
C 2.9290 2.6847 -2.6952
C 1.8053 1.9873 -2.2932
S 0.4203 1.7865 -3.4161
O 0.8808 1.9323 -4.7641
O -0.3053 0.6063 -3.0514
N -0.5656 3.0979 -3.0822
C -0.0071 4.3709 -3.4586
C -1.2106 3.0553 -1.7948
C 1.6777 1.5092 -1.0075
H 0.1803 3.2870 2.4833
H 1.5614 3.6009 1.4236
H 1.8366 3.1655 3.1243
H -0.0973 1.2118 3.3984
H 1.4303 0.3268 3.5211
H -0.7708 -0.1325 1.4407
H 0.7254 -1.0934 1.5693
H -1.0859 -2.2942 0.6472
H -2.3685 -4.3243 0.2265
H -2.9654 -4.8621 4.4210
H -1.6629 -2.7998 4.8543
H 2.5619 0.1187 1.2909
H 3.3252 1.5691 1.9708
H 4.6138 2.6138 0.2321
H 4.8330 3.4379 -2.0740
H 2.9964 3.0296 -3.7145
H 0.4843 4.2364 -4.4187
H -0.8102 5.1007 -3.5642
H 0.7183 4.7419 -2.7218
H -0.5384 3.3556 -0.9799
H -1.5423 2.0328 -1.6350
H -2.0766 3.7176 -1.8050
H 0.7943 0.9591 -0.7282

Force components x, y, z for each atom (eV/Å):
-0.05 0.00 -0.02
0.03 -0.18 0.11
-0.19 -0.35 -0.08
0.13 0.28 -0.08
-0.01 -0.05 0.14
-0.14 -0.24 0.05
0.19 0.30 0.10
-0.12 -0.17 0.17
0.11 0.17 -0.08
-0.13 -0.20 -0.04
0.02 0.03 -0.11
0.12 0.18 -0.12
-0.14 -0.02 -0.04
0.11 0.08 -0.14
-0.10 -0.11 0.04
-0.03 0.03 -0.10
0.16 0.11 -0.13
-0.56 -0.13 -0.43
-0.19 0.16 -0.02
0.22 0.26 0.13
0.04 0.10 0.33
0.47 -0.91 -0.38
0.24 0.31 -0.22
-0.20 -0.17 0.34
0.06 -0.08 0.14
-0.01 0.08 0.02
0.00 0.11 0.01
0.02 0.01 0.01
0.04 -0.01 0.01
-0.04 0.06 0.03
0.07 -0.05 0.05
-0.08 0.02 -0.01
0.06 0.08 -0.06
-0.03 -0.05 -0.08
-0.04 -0.06 0.06
0.02 0.04 0.13
0.05 0.02 0.08
-0.03 -0.07 -0.03
0.07 0.02 0.09
0.07 0.04 -0.04
0.08 0.07 -0.12
0.01 0.26 -0.03
0.01 -0.02 0.01
-0.02 0.03 0.00
-0.02 0.03 0.02
-0.15 0.07 0.20
0.02 0.00 -0.01
-0.12 -0.07 0.10

> Among the records above, which one has the highest maximum force?

C19H20N2O2